{
  "formula": "C29H88N12O15",
  "method": "ωB97M-V/def2-TZVPD",
  "homo_ev": -9.299,
  "orbital_gap_ev": 9.41,
  "lumo_ev": 0.115,
  "symbols": ["C", "O", "N", "N", "H", "H", "H", "H", "C", "O", "N", "N", "H", "H", "H", "H", "C", "O", "N", "N", "H", "H", "H", "H", "C", "O", "N", "N", "H", "H", "H", "H", "C", "O", "N", "N", "H", "H", "H", "H", "C", "O", "N", "N", "H", "H", "H", "H", "C", "C", "O", "H", "H", "H", "H", "H", "H", "C", "C", "O", "H", "H", "H", "H", "H", "H", "C", "C", "O", "H", "H", "H", "H", "H", "H", "C", "C", "O", "H", "H", "H", "H", "H", "H", "C", "C", "C", "O", "H", "H", "H", "H", "H", "H", "H", "H", "C", "C", "C", "O", "H", "H", "H", "H", "H", "H", "H", "H", "C", "C", "C", "O", "H", "H", "H", "H", "H", "H", "H", "H", "C", "C", "C", "O", "H", "H", "H", "H", "H", "H", "H", "H", "C", "C", "C", "O", "H", "H", "H", "H", "H", "H", "H", "H"],
  "xyz": [[3.00144, 2.61672, 1.68225], [3.00315, 1.40812, 1.42766], [2.77289, 3.11175, 2.91337], [3.39762, 3.50725, 0.75089], [2.80032, 4.09521, 3.10298], [2.86025, 2.42810, 3.65667], [3.52994, 4.49024, 0.88690], [3.74940, 3.04453, -0.08636], [1.39027, -4.39020, 3.78883], [1.26176, -3.41221, 3.05870], [2.37426, -5.30038, 3.63736], [0.57721, -4.69666, 4.83219], [2.38489, -6.02124, 4.33245], [3.24032, -5.01551, 3.21171], [0.75403, -5.47667, 5.43264], [-0.12086, -4.02274, 5.09767], [4.40349, 1.57396, -2.52298], [4.11824, 2.58191, -1.86729], [3.87338, 0.35802, -2.32950], [5.40832, 1.53443, -3.45303], [3.34964, 0.20068, -1.47427], [3.99994, -0.40403, -2.96887], [5.78353, 2.43076, -3.71712], [5.67906, 0.69586, -3.92811], [1.38614, -0.01654, 4.58650], [1.58463, 1.17251, 4.85653], [0.51579, -0.77268, 5.30634], [1.94021, -0.69641, 3.58463], [0.49587, -1.75678, 5.11408], [-0.04926, -0.33832, 6.01176], [1.53886, -1.60730, 3.37618], [2.54461, -0.30394, 2.88097], [0.74460, 3.80023, -2.57793], [-0.45953, 4.05737, -2.72488], [1.23458, 2.62347, -2.19694], [1.68375, 4.73561, -2.86593], [2.24347, 2.52012, -2.16746], [0.60689, 1.84011, -2.15142], [1.44633, 5.70604, -2.96152], [2.67014, 4.56641, -2.74959], [6.54076, 0.19147, 1.21629], [6.17740, -0.31899, 2.28123], [5.66311, 0.86335, 0.44468], [7.77630, 0.07675, 0.71916], [5.86982, 1.28818, -0.43719], [4.81340, 1.06555, 0.96855], [8.36777, -0.60382, 1.16292], [8.08889, 0.72959, 0.02552], [-5.27146, -1.01442, 2.52698], [-4.72222, -0.51373, 1.19255], [-5.01029, -1.54521, 0.24431], [-4.94946, -0.32527, 3.31320], [-4.99305, -2.03514, 2.78218], [-6.35637, -0.92122, 2.61168], [-3.63911, -0.42481, 1.31466], [-5.18179, 0.43332, 0.91004], [-4.62240, -1.27007, -0.60334], [-3.49672, 2.73266, -0.15391], [-3.99963, 3.43887, -1.44145], [-5.36282, 3.74451, -1.33163], [-4.32991, 2.74844, 0.55154], [-2.60554, 3.14232, 0.31680], [-3.32753, 1.66909, -0.33485], [-3.81152, 2.77447, -2.28836], [-3.40364, 4.34951, -1.55306], [-5.67304, 4.07326, -2.17926], [0.00188, 5.41789, 0.31640], [-0.59470, 5.79234, 1.66367], [-2.00781, 5.87660, 1.65670], [-0.31790, 4.39303, 0.11471], [1.08996, 5.48286, 0.36791], [-0.25422, 6.00374, -0.56750], [-0.29419, 6.82867, 1.87197], [-0.20065, 5.17872, 2.47194], [-2.27441, 6.45442, 0.93780], [-2.34361, 1.31170, 3.56082], [-1.67291, 2.64274, 3.25265], [-2.71657, 3.60989, 3.29866], [-3.07639, 1.08764, 2.78294], [-2.81999, 1.28608, 4.54119], [-1.65740, 0.46175, 3.50773], [-1.21105, 2.46172, 2.27960], [-0.94595, 2.82758, 4.04583], [-2.44315, 4.36614, 2.76334], [-0.06867, -1.75164, -0.12069], [0.58148, -0.38890, -0.38879], [0.00708, 0.71047, 0.50432], [1.98492, -0.48347, -0.23331], [0.30941, -2.55204, -0.76126], [-1.13268, -1.59345, -0.29718], [0.18649, -2.16131, 0.85827], [0.37166, -0.04799, -1.40851], [0.25858, 0.69634, 1.56426], [-1.06915, 0.75459, 0.31495], [0.30704, 1.70187, 0.15298], [2.31104, 0.09652, 0.46267], [4.62635, -2.78062, -0.43170], [3.68048, -3.64673, -1.27645], [2.80870, -4.56780, -0.42460], [2.80110, -2.81211, -2.01723], [4.13118, -2.23239, 0.36885], [5.11282, -2.08515, -1.11805], [5.39101, -3.45174, -0.03643], [4.30626, -4.27752, -1.91059], [2.23415, -5.27767, -1.01899], [2.24922, -3.97214, 0.29645], [3.46659, -5.24857, 0.12935], [2.51567, -2.08164, -1.45772], [-2.15678, -4.38837, -0.73954], [-2.46202, -4.83761, 0.70197], [-1.65068, -4.16387, 1.81101], [-3.83718, -4.63996, 0.89981], [-2.70234, -5.02922, -1.43239], [-1.09108, -4.46678, -0.96749], [-2.47285, -3.35995, -0.93060], [-2.14699, -5.88418, 0.65691], [-1.85174, -3.09956, 1.92935], [-0.60514, -4.30257, 1.52259], [-1.73379, -4.71060, 2.75084], [-3.97500, -3.68923, 0.79579], [-5.46974, -2.04764, -2.78451], [-4.48129, -0.97125, -3.09328], [-5.03094, 0.42083, -3.39642], [-3.59052, -0.77065, -2.00713], [-5.04614, -3.05557, -2.77930], [-6.20696, -2.13701, -3.58936], [-6.08750, -2.03432, -1.88628], [-3.92584, -1.31968, -3.97285], [-5.62582, 0.83809, -2.58336], [-5.72340, 0.26536, -4.23163], [-4.25033, 1.12207, -3.68324], [-2.76124, -0.41744, -2.36383], [0.23694, 0.25845, -5.32398], [-0.91212, -0.50652, -4.64138], [-0.38473, -1.76570, -3.92582], [-1.41366, 0.22660, -3.49714], [-0.04352, 1.14418, -5.89263], [0.65469, -0.41727, -6.07771], [1.07631, 0.37722, -4.63911], [-1.75428, -0.73669, -5.29538], [0.41593, -1.65522, -3.19697], [-0.17336, -2.49480, -4.71003], [-1.20579, -2.14538, -3.31207], [-1.50335, 1.14737, -3.77710]],
  "lowdin_charge": [-0.633, -0.037, 0.196, 0.186, 0.104, 0.088, 0.102, 0.057, -0.657, -0.003, 0.169, 0.169, 0.093, 0.116, 0.099, 0.105, -0.662, -0.035, 0.204, 0.166, 0.078, 0.107, 0.107, 0.101, -0.683, -0.011, 0.159, 0.192, 0.067, 0.106, 0.050, 0.087, -0.706, -0.013, 0.203, 0.161, 0.053, 0.080, 0.102, 0.081, -0.710, 0.007, 0.178, 0.154, 0.077, 0.066, 0.108, 0.095, -0.078, -0.302, -0.107, 0.060, 0.072, 0.073, 0.090, 0.109, 0.022, -0.052, -0.311, -0.073, 0.077, 0.050, 0.045, 0.081, 0.102, 0.083, -0.083, -0.303, -0.083, 0.063, 0.060, 0.075, 0.109, 0.111, 0.099, -0.086, -0.316, -0.074, 0.044, 0.079, 0.062, 0.084, 0.107, 0.028, -0.031, -0.443, -0.040, -0.090, 0.063, 0.076, 0.069, 0.104, 0.076, 0.076, 0.062, 0.034, -0.052, -0.475, -0.056, -0.073, 0.078, 0.067, 0.081, 0.132, 0.079, 0.067, 0.073, 0.032, -0.058, -0.484, -0.057, -0.046, 0.079, 0.068, 0.058, 0.134, 0.079, 0.058, 0.072, 0.062, -0.054, -0.475, -0.039, -0.093, 0.086, 0.085, 0.080, 0.132, 0.089, 0.081, 0.061, 0.053, -0.044, -0.421, -0.038, -0.100, 0.080, 0.079, 0.071, 0.133, 0.066, 0.087, 0.073, 0.097]
}